# 1
This record from the OMol25 dataset describes a molecular structure, C45H36BIN3O4P2SV. The level of theory is ωB97M-V/def2-TZVPD.

Geometry as XYZ:
```
94
C45H36BIN3O4P2SV, DFT ωB97M-V/def2-TZVPD
H 0.53209 7.28829 0.75360
O -2.41878 2.26164 1.40534
H -0.76062 -1.27487 -5.29889
H -1.75120 -4.38043 -1.37699
P -1.17631 -0.54160 1.81704
C -0.63557 -2.88940 3.27432
H -2.90895 0.83367 3.54438
H 1.45980 1.82597 0.60528
H 0.53234 0.84939 -7.51349
N -2.00634 -1.03154 -0.92619
C 1.44772 -3.52232 0.19488
H 2.02134 0.44360 -5.70174
H -0.37251 2.29648 6.67214
C -1.06914 -1.64671 -3.19579
C 1.57553 -2.50399 -0.74271
H 1.13509 -0.87560 1.88132
H 3.96395 -1.43206 -0.64093
C 2.58090 0.10581 -0.04800
C 1.88707 -4.80364 -0.10691
H 1.59727 6.76332 2.91601
C -2.94281 -2.54810 2.70489
C -0.76181 -0.77578 -4.33849
C -0.62836 4.15277 1.19486
H -3.71591 -1.95984 2.22496
C -1.76347 1.61210 5.18386
C 4.84281 1.62223 0.52408
H 0.97173 -3.32560 1.14738
H -0.92909 5.60044 -0.34997
H 1.23274 4.55201 3.97980
P 1.04840 -0.81945 -0.36372
N -0.68233 1.77561 -0.13358
B 0.09233 0.07132 -1.87453
C 2.13493 -2.77433 -1.99376
H 0.40235 -2.57126 3.26628
H -0.19828 -4.62817 4.44317
C -0.81102 0.40842 3.32686
H -1.03632 3.23213 -2.63417
C 0.97623 6.02204 2.42775
H 5.96105 -0.08735 -0.13353
C 3.84930 -0.42722 -0.25758
H -2.62857 2.03177 5.68172
O -2.42677 0.18707 -2.95175
H -1.82926 1.01702 -7.52571
H 1.59799 1.34716 5.51708
C 0.37450 6.32182 1.21389
C -1.64485 -3.33214 -1.62580
H -0.75740 -3.70030 -3.63107
H -3.36893 0.82964 -5.71072
C 2.57262 -4.05763 -2.28933
C 0.45337 0.56164 3.88286
H 1.34183 0.19864 3.37777
C 0.38268 0.27804 -4.13180
H 3.00048 -4.26798 -3.26204
H 3.46487 3.16561 1.11749
H 5.72530 2.21138 0.74363
C -2.29679 -4.46759 4.00361
C -2.08298 -2.42922 -0.73708
C -0.49705 1.76219 5.73793
C -0.97058 -4.05117 3.95004
O 1.11183 -0.00805 -2.96806
C -0.38160 1.53738 -1.50815
C 2.45090 -5.07138 -1.34728
C -0.64824 2.22112 -2.61461
C -1.08815 -2.94660 -2.92563
H 2.79111 -6.07285 -1.58167
C -1.61651 -2.13581 2.63076
N 0.39322 -0.85771 1.19294
C 3.57777 2.15830 0.73513
C 0.95164 0.47711 -5.52110
C -0.58686 1.48178 -3.90926
C -1.92280 0.93442 3.98598
C -1.73133 0.44095 -4.16615
C 4.97649 0.33363 0.02898
C -1.44482 -0.64594 -2.20585
H -2.55817 -5.37656 4.53026
V -2.33620 0.45700 0.09314
C -2.30439 0.72689 -5.53008
C -1.41876 0.82453 -6.54142
C 0.60976 1.23548 5.08881
C 0.77282 4.78259 3.02701
H -2.57066 -2.75000 0.16873
C 2.44917 1.40575 0.45103
H 2.21272 -1.98184 -2.72776
C -3.27997 -3.71213 3.38638
I -4.84848 0.03727 0.60072
H -0.52661 2.20421 -4.71012
H 1.78072 -5.59343 0.62641
S -1.62848 2.95964 0.37305
C -0.03296 3.83845 2.41132
C 0.09195 0.71076 -6.53326
H -0.21551 2.87732 2.87531
O -2.36415 3.64469 -0.65177
H -4.31547 -4.02605 3.42888
C -0.43654 5.38511 0.58944
```

Summary:
frontier orbital gap (alpha / beta)	6.6 / 7.1	eV
energy relative to the best compared isomer or geometry (same formula, charge and spin)	457.2	kJ/mol
total charge	0
spin multiplicity	3

# 2
This record from the OMol25 dataset describes 2 unconnected molecules or ions with the total composition C4H12OSSi. The level of theory is ωB97M-V/def2-TZVPD.

Geometry as XYZ:
```
19
C4H12OSSi, DFT ωB97M-V/def2-TZVPD
C 2.89938 -0.54176 -0.46978
H -2.56914 2.55642 0.21566
C 0.44951 -0.95602 -0.29818
Si -1.17855 -0.30298 0.50633
H 3.00265 -0.71432 -1.59361
H 3.75208 0.08353 -0.14948
H 0.41439 -0.62389 -1.36263
H 3.23412 -1.67960 -0.17068
H -1.48051 2.90059 -1.13141
C 1.61740 -0.15420 0.18732
C -2.02630 2.15567 -0.51149
H -1.99871 -0.32985 3.20740
H -2.77007 -2.29664 1.36239
S -2.91553 -1.61505 0.16836
O -1.19182 1.19910 -0.01914
H -2.81533 1.90544 -1.21846
H 0.41185 -2.06157 -0.15400
H 1.29237 0.91285 0.15523
H 1.87222 -0.43772 1.27617
```

Summary:
frontier orbital gap (alpha / beta)	7.4 / 8.3	eV
total charge	0
spin multiplicity	3

# 3
This record from the OMol25 dataset describes 3 unconnected molecules or ions with the total composition C16H40BrN2O2. The level of theory is ωB97M-V/def2-TZVPD.

Geometry as XYZ:
```
61
C16H40BrN2O2, DFT ωB97M-V/def2-TZVPD
H 5.49206 0.20814 -0.52006
N -3.03877 -0.12207 -2.06546
C 3.84321 -0.80520 0.42437
H -2.67000 1.56071 -3.10476
H 5.33083 -2.53160 1.81756
H -2.03658 1.64636 -1.49957
C -3.42753 -0.54815 -0.64709
H -1.83106 -1.71450 -2.45480
C 4.69798 2.24925 0.40984
H 4.77934 3.10528 1.10538
H 5.28345 2.48760 -0.45081
H -1.31091 -0.24836 -3.33581
H -4.98224 2.05661 -2.42990
H -4.24012 -1.67197 -2.73014
O 5.16308 1.15337 1.14811
C 5.18830 -0.09870 0.47204
H -4.74842 4.28404 -0.22455
H 3.12421 0.97688 4.06120
O -4.55796 2.17670 -0.45906
H -6.14928 3.48259 -0.80363
H 4.69045 -0.18541 2.87073
H 4.00379 -3.16373 2.94384
C 1.38545 -2.47848 2.78794
H 0.36023 -2.72954 2.56629
C -2.40283 -0.23928 0.39940
H 1.86701 -3.38066 3.11640
C -1.71748 -0.64756 -2.47487
C 3.71178 -0.62669 3.03606
H -2.84137 -0.40737 1.38138
H -3.55268 -1.61473 -0.63791
H 3.76239 -1.30359 3.88607
N 3.48062 -1.43248 1.77664
H 2.89971 1.10215 2.33914
H -2.03165 0.81001 0.40481
C -5.33971 3.34592 -0.13699
H -1.56087 -0.89431 0.33109
Br 0.94160 1.09600 -0.31068
H -5.13284 -0.25578 -2.46240
C -2.90863 1.31537 -2.06397
H 1.65874 0.29446 3.35788
H -0.99582 -0.33061 -1.71669
H 1.35924 -1.87689 3.71178
H 3.64246 2.10496 0.08441
H -4.89563 -0.79212 -4.92098
H -4.35668 -0.01328 -0.45669
H 3.79024 -1.60187 -0.32293
H 3.92554 -3.36825 1.18984
C 4.26289 -2.69850 1.98263
H 1.91837 -2.43631 0.71584
H 3.03766 -0.10108 0.21809
H 5.95568 -0.74314 0.86718
C -4.19436 -0.61840 -2.89586
C 2.02356 -1.79418 1.60310
H -3.74559 3.19113 -1.99593
C 2.70537 0.50742 3.19209
C -4.08681 2.17830 -1.79945
H -4.09714 0.82738 -4.51294
C -4.08755 -0.26844 -4.32009
H -5.63086 3.12948 0.89506
H 1.42803 -0.91027 1.40766
H -3.14192 -0.63665 -4.74981
```

Summary:
frontier orbital gap	8.4	eV
energy relative to the best compared isomer or geometry (same formula, charge and spin)	37.1	kJ/mol
total charge	+1

# 4
This record from the OMol25 dataset describes 2 unconnected molecules or ions with the total composition CH4IN. The level of theory is ωB97M-V/def2-TZVPD.

Geometry as XYZ:
```
7
CH4IN, DFT ωB97M-V/def2-TZVPD
H -1.82997 0.17990 0.46710
C -0.91698 -0.35343 0.11703
H -0.84173 -0.87983 -0.85249
H -0.69481 -0.98366 1.09485
I 2.49576 -0.17185 -0.02701
H 0.84832 1.19931 -0.91008
N 0.93942 1.00956 0.11059
```

Summary:
frontier orbital gap (alpha / beta)	8.3 / 8.0	eV
energy relative to the best compared isomer or geometry (same formula, charge and spin)	300.5	kJ/mol
total charge	0

# 5
This record from the OMol25 dataset describes a single C3H6N4 molecule. The level of theory is ωB97M-V/def2-TZVPD.

Geometry as XYZ:
```
13
C3H6N4, DFT ωB97M-V/def2-TZVPD
N -0.74567 1.06021 -0.32444
H 2.34081 1.03111 0.19590
H -1.07097 1.78520 -0.84592
H -2.26779 -2.46232 0.81683
H -0.76716 -2.68092 1.28626
H 1.75392 2.26694 -1.01373
N -1.64540 0.15889 0.06848
N -1.40760 -1.96041 1.22833
C 0.46034 0.61901 -0.27218
N 0.37964 -0.78544 0.33121
H 2.14841 0.56321 -1.43093
C 1.75674 1.24806 -0.61477
C -0.93527 -0.84353 0.57497
```

Summary:
frontier orbital gap	9.6	eV
energy relative to the best compared isomer or geometry (same formula, charge and spin)	127.3	kJ/mol
total charge	0

How do the records compare in DFT total energy? In the order shown, they have -123786.5625; -25098.8002; -94350.8156; -10688.3698; -9167.5370 eV.
How do the records compare in max |F|? In the order shown, they have 1.86; 4.54; 2.90; 3.65; 5.67 eV Å⁻¹.